[1]
Density functional theory data (ωB97M-V/def2-TZVPD) for a structure of composition C19H13F5KN5O2S.

Geometry as ORCA input:
```
! RIJCOSX wB97M-V def2-TZVPD def2/J DEFGRID3
* xyz -2 1
K 0.562 -0.143 0.311
N -1.424 -4.417 2.995
C -0.707 -3.364 2.423
S -1.530 -2.360 1.333
N 0.528 -3.281 2.872
N 1.289 -2.335 2.275
C 2.338 -1.989 2.917
C 3.298 -1.034 2.365
C 4.315 -0.530 3.185
C 5.221 0.368 2.653
C 5.099 0.736 1.322
C 4.061 0.186 0.578
N 3.187 -0.676 1.082
H -2.211 -4.684 2.427
H -0.831 -5.179 3.293
H 2.549 -2.395 3.911
H 4.368 -0.837 4.222
H 6.011 0.782 3.270
H 5.779 1.441 0.863
H 3.914 0.441 -0.466
O -1.159 3.609 2.369
C -0.797 2.753 1.537
O 0.277 2.134 1.443
C -1.870 2.443 0.455
C -2.912 3.396 0.260
C -3.863 3.171 -0.683
C -3.812 1.978 -1.448
C -4.753 1.651 -2.448
C -4.643 0.481 -3.150
C -3.585 -0.410 -2.880
C -2.660 -0.120 -1.915
C -2.752 1.082 -1.175
N -1.803 1.335 -0.233
H -2.897 4.269 0.896
H -4.665 3.881 -0.864
H -5.563 2.345 -2.648
H -5.368 0.237 -3.918
H -3.501 -1.329 -3.446
H -1.836 -0.788 -1.699
F 2.671 -1.337 -2.192
C 1.709 -0.318 -2.437
F 2.526 0.864 -2.399
C 1.446 -0.471 -3.924
F 2.536 -0.488 -4.754
F 0.792 -1.626 -4.184
F 0.666 0.527 -4.393
*
```

Highest occupied orbital energy, eV: -1.85

***

[2]
Density functional theory data (ωB97M-V/def2-TZVPD) for the molecule C5H12N2O at a distorted geometry.

Geometry as ORCA input:
```
! RIJCOSX wB97M-V def2-TZVPD def2/J DEFGRID3
* xyz 0 1
C -0.329 0.741 0.082
C -1.797 0.670 -0.307
C 0.240 2.101 -0.261
C 0.568 -0.392 -0.164
N 1.876 -0.407 0.382
N 0.792 -2.755 -0.547
C 0.040 -1.632 -0.429
O -0.373 0.518 1.802
H -1.014 -0.037 2.273
H 1.949 -1.028 1.186
H 2.194 0.507 0.695
H 0.412 -3.507 -1.108
H 1.793 -2.577 -0.535
H -0.975 -1.763 -0.779
H -1.928 0.868 -1.377
H -2.291 -0.276 -0.080
H -2.366 1.417 0.252
H -0.380 2.650 -0.976
H 1.234 2.149 -0.720
H 0.353 2.751 0.611
*
```

SMILES: CC(C)(O)/C(N)=C/N
Highest occupied orbital energy, eV: -7.07